No. 1
{"formula": "C6H9N", "method": "ωB97M-V with the def2-TZVPD basis set", "elements": ["C", "C", "C", "C", "N", "C", "C", "H", "H", "H", "H", "H", "H", "H", "H", "H"], "coordinates": [[-1.5928, -2.0290, 0.0164], [-0.7762, -1.1664, -0.8600], [-0.4902, -0.3871, -1.8559], [0.3687, -0.2696, -0.6498], [0.1642, 0.8671, 0.2209], [1.1874, 1.8944, 0.2025], [1.0912, 0.9347, 1.3277], [-0.9899, -2.8332, 0.4492], [-2.4734, -2.4726, -0.4455], [-1.8986, -1.3845, 0.8500], [-0.2556, 0.2549, -2.6719], [1.4055, -0.6285, -0.6871], [0.8277, 2.9114, 0.3261], [2.0115, 1.7878, -0.5041], [1.8564, 0.1593, 1.3785], [0.6630, 1.2240, 2.2835]], "gap_ev": 10.23, "smiles": "CC1=C[C@H]1N1CC1", "total_energy_ha": -288.62479, "total_charge": 0, "max_force_ha_per_bohr": 0.031, "e_above_lowest_kj_mol": 412.9}


No. 2
{"formula": "C16H21N5O5S2", "method": "ωB97M-V with the def2-TZVPD basis set", "elements": ["C", "O", "C", "O", "C", "S", "C", "N", "N", "C", "C", "N", "C", "O", "C", "C", "C", "C", "S", "O", "O", "N", "C", "C", "C", "C", "N", "C", "H", "H", "H", "H", "H", "H", "H", "H", "H", "H", "H", "H", "H", "H", "H", "H", "H", "H", "H", "H", "H"], "coordinates": [[-0.6756, -2.2107, 2.4796], [-0.4573, -3.4461, 1.8046], [0.0354, -3.3824, 0.5719], [0.2884, -2.3532, -0.0018], [0.1904, -4.7611, -0.0259], [-0.9827, -4.8941, -1.4254], [-0.1888, -3.7114, -2.4344], [1.0856, -3.6937, -2.7163], [1.3299, -2.5602, -3.3757], [0.2058, -1.9054, -3.5060], [0.1028, -0.5066, -4.0058], [0.2919, 0.3854, -2.8739], [-0.7513, 0.9116, -2.1941], [-1.8950, 0.8855, -2.6111], [-0.3919, 1.5438, -0.8882], [-0.9945, 2.7470, -0.5290], [-0.7286, 3.3130, 0.7048], [0.1232, 2.6591, 1.5748], [0.4274, 3.3846, 3.1836], [-0.8235, 3.7794, 3.7588], [1.2723, 2.4996, 3.9391], [1.2507, 4.7889, 2.7311], [1.1582, 5.8555, 3.7044], [2.5959, 4.4893, 2.2997], [0.7099, 1.4538, 1.2421], [0.4571, 0.8907, 0.0022], [-0.8125, -2.6007, -2.9209], [-2.2136, -2.2976, -2.8593], [-1.3333, -2.4328, 3.3156], [-1.1350, -1.4840, 1.8068], [0.2728, -1.8093, 2.8410], [1.1890, -4.9018, -0.4375], [-0.0690, -5.5329, 0.6939], [-0.8801, -0.2988, -4.4329], [0.8857, -0.3269, -4.7442], [1.1971, 0.3453, -2.4309], [-1.6714, 3.2198, -1.2240], [-1.1802, 4.2409, 1.0155], [1.4037, 6.8014, 3.2211], [0.1312, 5.8806, 4.0599], [1.8297, 5.6968, 4.5557], [2.5443, 3.7177, 1.5337], [3.2171, 4.1264, 3.1263], [3.0431, 5.3873, 1.8752], [1.3489, 0.9719, 1.9655], [0.8743, -0.0747, -0.2430], [-2.3648, -1.2210, -2.7854], [-2.6387, -2.7876, -1.9834], [-2.7200, -2.6742, -3.7510]], "gap_ev": 9.00, "smiles": "COC(=O)CSc1nnc(CNC(=O)c2ccc(S(=O)(=O)N(C)C)cc2)n1C", "total_energy_ha": -2068.66134, "total_charge": 0, "max_force_ha_per_bohr": 0.024, "e_above_lowest_kj_mol": 2.0}


No. 3
{"formula": "CHN2O2P", "method": "ωB97M-V with the def2-TZVPD basis set", "elements": ["C", "N", "N", "O", "O", "P", "H"], "coordinates": [[2.5032, -0.9210, 0.1847], [3.5337, -1.1220, -0.2514], [-0.8149, -1.6706, -0.0113], [-0.3872, -2.6238, -0.5932], [-1.9811, -1.3545, 0.1604], [0.1634, -0.4467, 0.8644], [-0.0080, 0.4741, -0.1892]], "gap_ev": 9.62, "total_energy_ha": -639.84653, "total_charge": 0, "max_force_ha_per_bohr": 0.108, "e_above_lowest_kj_mol": 191.4}


No. 4
{"formula": "C18H48B2F8N3O6", "method": "ωB97M-V with the def2-TZVPD basis set", "elements": ["C", "O", "C", "C", "N", "H", "H", "C", "C", "O", "C", "H", "H", "H", "H", "H", "H", "H", "H", "H", "H", "H", "H", "H", "H", "C", "O", "C", "C", "N", "H", "H", "C", "C", "O", "C", "H", "H", "H", "H", "H", "H", "H", "H", "H", "H", "H", "H", "H", "H", "C", "O", "C", "C", "N", "H", "H", "C", "C", "O", "C", "H", "H", "H", "H", "H", "H", "H", "H", "H", "H", "H", "H", "H", "H", "B", "F", "F", "F", "F", "B", "F", "F", "F", "F"], "coordinates": [[-3.9071, -4.8169, 3.9373], [-3.2132, -3.8834, 3.1437], [-2.6483, -4.3794, 1.8970], [-1.8216, -3.3825, 1.1041], [-0.7786, -2.7355, 2.0514], [-0.3006, -2.0882, 1.4410], [-1.2454, -2.1361, 2.7170], [0.2911, -3.6949, 2.6586], [1.1618, -3.0507, 3.7475], [0.3201, -2.2478, 4.5876], [0.7802, -0.8955, 4.8413], [-4.5315, -4.3845, 4.7191], [-3.3281, -5.6081, 4.4136], [-4.5681, -5.4741, 3.3722], [-3.5797, -4.6905, 1.4238], [-2.1596, -5.3498, 1.9842], [-2.5177, -2.5964, 0.8118], [-1.2285, -3.8470, 0.3163], [0.7777, -4.3525, 1.9383], [-0.4270, -4.3898, 3.0941], [1.9249, -2.4731, 3.2258], [1.6052, -3.7941, 4.4100], [1.7074, -0.9273, 5.4136], [0.0049, -0.3838, 5.4116], [1.1113, -0.3279, 3.9717], [-3.5485, 2.2253, -2.7503], [-2.8263, 1.2551, -3.4966], [-1.7801, 0.6997, -2.7523], [-1.3650, -0.4832, -3.5416], [0.1410, -0.8664, -3.4482], [0.7157, -0.2756, -4.0321], [0.4482, -0.5252, -2.5486], [0.4152, -2.3830, -3.7617], [1.8504, -2.7871, -3.3131], [2.4335, -3.3090, -4.4912], [3.7075, -3.8028, -4.3762], [-3.0916, 3.2120, -2.6750], [-3.9303, 1.9152, -1.7776], [-4.3684, 2.4948, -3.4161], [-1.9715, 0.6394, -1.6810], [-0.9729, 1.4236, -2.6412], [-1.4229, -0.3972, -4.6267], [-1.9138, -1.3438, -3.1592], [0.2359, -2.5611, -4.8220], [-0.3764, -2.8303, -3.1605], [1.8699, -3.5168, -2.5036], [2.2983, -1.8647, -2.9435], [3.8162, -4.6300, -3.6748], [4.3279, -2.9440, -4.1200], [4.0889, -4.0573, -5.3651], [3.2301, 5.9780, 0.8714], [2.5836, 4.7073, 0.6437], [3.1289, 3.6525, 1.4547], [2.0731, 2.6248, 1.6592], [0.7580, 3.3259, 2.0184], [0.6617, 3.4789, 3.0120], [0.6981, 4.2960, 1.7438], [-0.4770, 2.5690, 1.4679], [-1.7911, 3.4834, 1.4576], [-1.3644, 4.7840, 1.1301], [-2.4754, 5.6717, 1.0610], [2.7852, 6.8753, 0.4412], [4.2267, 5.9828, 0.4300], [3.5708, 6.2688, 1.8651], [3.2904, 3.8914, 2.5059], [3.9526, 3.1812, 0.9185], [2.2774, 1.9393, 2.4816], [1.9720, 2.0293, 0.7519], [-0.6522, 1.6529, 2.0320], [-0.2215, 2.3318, 0.4352], [-2.2547, 3.4565, 2.4437], [-2.5406, 3.2290, 0.7080], [-2.1447, 6.6081, 1.5104], [-3.3846, 5.4886, 1.6336], [-2.7073, 5.8906, 0.0187], [0.5396, -0.7166, -0.3272], [-0.7119, -1.0668, -0.6394], [1.3347, -1.7955, -0.4637], [0.9174, 0.2604, -1.2022], [0.4663, -0.2824, 1.0043], [1.9940, 1.3466, -4.9053], [3.0862, 1.8965, -5.5050], [1.5400, 0.4125, -5.7881], [2.3202, 0.7603, -3.7449], [1.1073, 2.4101, -4.6780]], "s2": 0.755, "spin_multiplicity": 2, "gap_ev": [8.62, 2.39], "total_energy_ha": -2178.52266, "total_charge": 2, "max_force_ha_per_bohr": 0.079}


No. 5
{"formula": "C24H19N7OSSe2Sn", "method": "ωB97M-V with the def2-TZVPD basis set", "elements": ["Sn", "N", "C", "S", "N", "N", "C", "C", "C", "C", "C", "C", "C", "O", "H", "H", "H", "H", "H", "H", "H", "Se", "Se", "C", "C", "C", "C", "C", "N", "C", "C", "C", "C", "C", "N", "H", "H", "H", "H", "H", "H", "H", "H", "N", "C", "C", "C", "C", "N", "C", "C", "H", "H", "H", "H"], "coordinates": [[0.3400, 0.2512, 0.9880], [-3.0720, -2.2402, 2.4505], [-1.7962, -1.8792, 2.0929], [-1.0832, -0.5705, 3.0145], [-1.2574, -2.5307, 1.1133], [-0.0059, -2.0453, 0.7594], [0.8271, -2.9151, 0.3329], [2.1997, -2.6424, -0.0368], [2.8867, -3.6441, -0.7388], [4.2048, -3.5035, -1.1046], [4.8694, -2.3242, -0.7527], [4.2308, -1.3394, -0.0346], [2.8819, -1.4652, 0.3604], [2.3428, -0.5118, 1.0808], [-3.3729, -1.9306, 3.3587], [-3.3558, -3.1679, 2.1763], [0.4766, -3.9457, 0.2573], [2.3475, -4.5495, -0.9980], [4.7147, -4.2864, -1.6485], [5.9013, -2.1820, -1.0500], [4.7434, -0.4266, 0.2410], [-0.7284, 3.9831, 0.3372], [-1.7086, 3.8710, 2.4106], [-0.3704, 3.0633, 3.5357], [-0.4429, 3.4268, 4.8785], [0.4524, 2.8543, 5.7617], [1.4037, 1.9654, 5.2776], [1.4065, 1.6893, 3.9245], [0.5304, 2.2218, 3.0645], [-1.9111, 2.8114, -0.6516], [-2.2913, 3.1936, -1.9321], [-3.0904, 2.3235, -2.6573], [-3.5019, 1.1379, -2.0693], [-3.0835, 0.8627, -0.7760], [-2.2835, 1.6764, -0.0872], [-1.1814, 4.1447, 5.2103], [0.4132, 3.1026, 6.8144], [2.1228, 1.4943, 5.9321], [2.1242, 0.9948, 3.4976], [-1.9731, 4.1442, -2.3385], [-3.3959, 2.5751, -3.6650], [-4.1309, 0.4380, -2.6018], [-3.3810, -0.0485, -0.2683], [-1.2692, -0.2629, -7.0817], [-0.9343, -0.2962, -5.9841], [-0.5341, -0.3320, -4.5997], [0.1311, 0.7478, -4.0330], [0.4536, 0.6770, -2.6886], [0.1536, -0.3647, -1.9193], [-0.4712, -1.4007, -2.4746], [-0.8335, -1.4361, -3.8110], [0.3798, 1.6184, -4.6229], [0.9692, 1.4968, -2.1989], [-0.7071, -2.2292, -1.8171], [-1.3401, -2.2947, -4.2281]], "gap_ev": 6.79, "total_energy_ha": -6799.88208, "total_charge": 0, "max_force_ha_per_bohr": 0.009}


No. 6
{"formula": "C2H4N2OS", "method": "ωB97M-V with the def2-TZVPD basis set", "elements": ["H", "N", "C", "N", "O", "C", "S", "H", "H", "H"], "coordinates": [[0.6046, -1.4134, -2.2275], [1.0672, -1.7213, -1.1721], [0.6739, -1.0534, -0.0902], [-0.1126, 0.0531, 0.0095], [-1.1719, 0.2482, -0.9535], [-0.1074, 1.0346, 1.0696], [-1.0622, 2.3537, 1.1379], [0.9300, -1.6251, 0.9706], [-1.3250, 1.3542, -0.7299], [0.5035, 0.7693, 1.9855]], "gap_ev": 8.76, "smiles": "[H]/N=C\\N(O)C=S", "total_energy_ha": -661.40247, "total_charge": 0, "max_force_ha_per_bohr": 0.097, "e_above_lowest_kj_mol": 480.6}